# 1
102
Properties=species:S:1:pos:R:3:forces:R:3:lowdin_charge:R:1 method="wB97M-V/def2-TZVPD" smiles="NP(O)c1c(COO)c(Br)c2c(c1P(O)(O)=S)C(=O)C(P(O)(O)=S)=C(CCC(=O)Nc1ccccc1)C2=O.CCN(CC)CC.CCN(CC)CC" max_force_ev_per_a=3.21 total_energy_ev=-180005.9382 e_lumo_ev=-1.726 gap_ev=5.92 total_charge=0 e_homo_ev=-7.6
Br 2.5636 5.8123 0.9436 -0.2 -1.1 -1.2 0.8316
S 1.0078 1.9884 -5.6878 0.5 -0.4 1.1 0.3290
S -0.8856 -1.6375 1.1940 0.9 0.0 -0.3 0.3651
P 4.1299 4.6743 -4.5071 0.0 1.8 -0.2 0.9045
P 0.7539 -1.3449 0.1861 -3.0 -0.4 0.7 0.3415
P 2.4105 1.5484 -4.4268 -1.1 -0.2 -2.7 0.2948
O 5.5716 6.4371 -0.3681 0.6 -0.4 1.3 -0.0695
O 2.3250 -0.0571 -3.9217 1.2 2.0 0.3 -0.2297
O 3.8455 1.6299 -5.3095 -1.2 -0.9 2.7 -0.2730
O 2.1028 -1.9521 0.9449 -0.9 0.5 -2.2 -0.2264
O 3.2939 4.3677 -5.9335 1.6 -0.8 1.1 -0.3461
O 0.1240 0.6749 -2.3959 0.5 0.4 0.2 0.0963
O 5.3828 6.1153 -1.7115 -1.3 0.0 -1.4 -0.1784
O 0.3996 3.7021 1.4580 0.3 -0.3 -0.1 0.0952
O 3.3309 0.8367 5.1169 -0.2 -0.5 -0.5 0.0929
O 0.5417 -2.1684 -1.2575 2.3 1.4 1.6 -0.2261
N -4.5711 -1.5002 -3.1557 -0.3 -0.2 0.1 -0.1948
N -3.8624 -2.8177 4.8620 0.2 0.0 0.3 -0.1954
N 3.5456 -0.7824 3.4911 0.4 1.3 -0.5 0.0871
N 5.6293 3.7277 -4.4438 -0.7 0.3 0.4 -0.1821
C 3.1288 0.5111 3.9644 -0.3 1.0 1.1 -0.4388
C -6.3601 -3.2888 5.1456 -0.2 0.0 0.1 -0.0872
C -5.7845 -1.8260 -3.8934 0.0 -0.2 0.0 -0.2551
C 6.9860 0.2394 1.9750 -1.4 -1.5 -0.3 -0.0735
C -3.7363 -5.1202 5.9686 0.0 -0.1 0.2 -0.0912
C 0.8150 1.1516 -1.5391 0.3 0.0 1.3 -0.3104
C 2.4173 2.7290 -2.9855 0.4 1.4 2.9 -0.1964
C 2.3653 1.5329 3.0574 0.4 -0.5 -1.1 -0.0640
C 4.7728 -0.7400 2.7352 2.0 -1.0 -1.9 -0.2225
C 5.0620 -1.8981 1.8679 1.3 0.8 -0.2 -0.0381
C 5.7512 0.3352 2.7673 0.4 -1.2 -1.0 -0.0149
C -5.1712 -2.3328 5.2751 -0.1 0.2 -0.2 -0.2499
C 1.7235 3.3484 -0.5744 0.6 0.5 -0.5 -0.0636
C 3.1544 4.0291 -3.0104 -0.7 -1.6 1.0 -0.2330
C -3.7518 -3.2680 3.4819 -0.1 0.1 -0.1 -0.2743
C -3.3522 -1.7927 -3.8956 0.2 0.0 0.1 -0.2668
C 0.9727 0.9575 2.4822 1.0 1.3 -0.1 -0.1166
C 2.4702 4.6053 -0.5944 -0.1 -1.5 -2.3 -0.4458
C -4.1795 -2.2226 2.4612 -0.1 0.0 0.0 -0.1164
C 0.8500 0.5276 -0.0817 1.2 0.7 -0.4 -0.1335
C -3.1926 -3.6986 5.8099 0.2 0.0 0.0 -0.2531
C 3.9597 6.3023 -1.9555 -0.6 0.1 0.0 -0.2184
C 7.2362 -0.9094 1.1166 -1.4 -0.1 1.0 -0.0975
C -6.0751 -1.0366 -5.1719 -0.2 0.0 -0.1 -0.0917
C -2.0936 -1.7394 -3.0410 -0.1 0.1 0.0 -0.0967
C 1.6862 2.4357 -1.7335 0.8 1.1 0.0 -0.0403
C 6.2696 -2.0029 1.0607 -0.7 2.0 1.6 -0.0819
C 3.1719 4.9428 -1.8481 -0.5 -0.6 0.0 -0.1732
C -4.5952 -0.2341 -2.4371 0.3 0.1 0.2 -0.2460
C 0.9186 1.3773 0.9872 -0.1 -0.7 0.0 -0.1381
C 0.9503 2.9269 0.7282 0.3 -1.2 -1.3 -0.3004
C -4.3844 1.0493 -3.2448 -0.1 0.2 0.0 -0.0828
H 3.6179 7.0535 -1.2037 0.1 -0.9 -0.5 0.0875
H -1.8815 -0.7293 -2.6900 0.0 -0.1 0.0 0.0448
H -6.4204 -0.0252 -4.9539 0.1 0.0 -0.1 0.0535
H -5.1131 -1.9804 6.3099 0.2 -0.1 0.0 0.1136
H 8.1709 -1.0082 0.5168 -0.9 0.3 0.7 0.0955
H 5.5756 1.2455 3.3919 0.2 -1.0 -0.5 0.1118
H 3.5767 -1.4564 4.2565 0.1 0.4 -0.1 0.1472
H -7.2926 -2.7222 5.2103 0.0 0.0 0.0 0.0708
H -6.8755 -1.5331 -5.7295 0.1 0.0 0.0 0.0690
H 3.0321 1.7757 2.1763 -0.5 -0.4 0.8 0.1224
H -5.5371 -0.1530 -1.8848 0.0 -0.2 -0.2 0.1134
H -3.9760 -2.5869 1.4521 0.0 0.0 0.0 0.0639
H -5.2074 -0.9778 -5.8310 0.0 0.0 0.1 0.0661
H -5.2490 -2.0078 2.5193 0.0 0.0 0.0 0.0650
H 5.8570 3.7125 -3.4372 -0.1 -0.2 -0.5 0.0331
H 2.2240 2.5068 3.5943 0.2 -1.2 -0.2 0.1295
H -3.0132 -5.7239 6.5258 0.0 0.0 0.0 0.0695
H 3.9458 3.9613 -6.5443 -0.7 -0.1 0.2 0.0560
H 3.8156 6.7837 -2.9607 0.4 -0.8 0.9 0.0951
H 6.3491 4.3364 -4.8473 -0.3 -0.2 0.1 0.0304
H 0.1737 1.5233 3.0235 0.4 -0.8 -0.5 0.1335
H -3.2253 -1.1224 -4.7575 0.1 0.0 -0.1 0.1005
H 5.5964 5.5601 0.0675 0.0 0.5 -0.2 0.0995
H 3.0479 -0.2471 -3.2924 -0.3 -0.1 -0.2 0.0700
H -2.1399 -3.7700 5.5140 -0.1 0.0 -0.1 0.1080
H -3.9003 -5.6127 5.0087 0.0 0.0 0.0 0.0663
H -3.6283 -1.2896 2.5986 0.0 0.0 0.1 0.0591
H -5.7420 -2.8895 -4.1547 0.2 0.0 0.0 0.1071
H -2.7030 -3.5056 3.2759 0.0 -0.1 0.2 0.1036
H 2.4456 -2.6445 0.3411 0.1 0.2 0.6 0.0734
H -1.2334 -2.0644 -3.6305 0.0 0.1 0.0 0.0745
H -6.3802 -4.0238 5.9494 0.0 -0.1 -0.1 0.0522
H -3.1725 -3.2168 6.7931 -0.1 0.1 -0.1 0.1103
H -4.1414 1.8714 -2.5664 0.0 0.0 0.0 0.0706
H 4.3496 -2.7537 1.8266 0.5 0.9 0.2 0.0924
H 7.7374 1.0583 2.0254 -0.8 -0.7 0.0 0.0975
H -4.3223 -4.1909 3.3059 0.0 -0.1 -0.1 0.0998
H -6.6453 -1.7394 -3.2220 0.1 0.1 0.1 0.1099
H -3.4245 -2.8083 -4.2989 -0.3 0.1 0.0 0.1162
H -5.2837 1.3413 -3.7863 0.1 0.0 -0.1 0.0520
H 4.4822 1.0861 -4.7989 0.2 0.5 -0.6 0.0666
H -5.3983 -1.4315 4.6984 0.1 -0.1 -0.1 0.1004
H 6.4381 -2.9032 0.4262 -0.1 0.9 0.6 0.0977
H -3.5615 0.9652 -3.9566 0.0 0.0 0.0 0.0691
H -4.6677 -5.1369 6.5361 0.0 0.0 -0.1 0.0535
H -6.3698 -3.8172 4.1908 0.0 0.0 0.0 0.0674
H 0.9336 -0.1399 2.6594 -0.3 0.9 -0.3 0.0633
H -2.1740 -2.3977 -2.1730 -0.1 0.1 0.0 0.0744
H -3.8299 -0.2712 -1.6560 0.1 -0.1 -0.1 0.1003
H 1.4006 -2.1148 -1.7268 -0.6 -0.2 -0.5 0.0686

---

# 2
74
Properties=species:S:1:pos:R:3:forces:R:3:lowdin_charge:R:1 method="wB97M-V/def2-TZVPD" max_force_ev_per_a=3.33 total_energy_ev=-50527.2944 e_lumo_ev=-4.722 gap_ev=5.88 total_charge=+1 e_homo_ev=-10.6
P -4.5988 -1.1982 0.7130 0.6 -1.3 -1.6 0.8168
O -0.0649 -6.1588 -2.7348 0.0 0.0 0.0 -0.1141
O -3.6758 -2.0833 -0.0361 0.2 0.4 0.4 -0.4161
O 2.1806 4.1852 -0.2860 -0.1 -0.1 0.1 -0.1486
O 3.4916 6.8233 0.4900 -0.5 -0.2 0.1 -0.1932
O 1.7859 -0.5733 2.3804 1.7 -2.5 1.4 0.1757
O 0.8012 -6.2610 0.1836 0.1 -0.2 -0.4 -0.1997
O -2.1927 -5.9972 -0.5693 0.0 0.2 -0.4 -0.1944
O 3.9233 5.6237 -2.3169 -0.1 -0.5 0.1 -0.1930
N -2.3045 0.4581 1.3431 0.3 0.6 -1.2 0.0158
N -4.0824 0.1998 2.9740 0.7 -0.2 -0.9 0.0879
N 1.1053 1.6023 2.4461 -0.8 -0.5 -0.9 0.1207
C 1.7732 5.1215 -1.2809 -0.2 0.1 0.0 -0.1819
C 1.0907 0.2360 1.9307 -1.4 2.5 -1.6 -0.5146
C -2.2076 -6.8883 -1.6739 0.1 -0.2 0.2 -0.1889
C -3.3802 2.5516 1.3379 -0.2 -1.1 0.8 -0.0697
C -2.1034 1.7160 1.2293 -0.7 2.1 -0.3 0.0418
C 1.6183 -7.3722 0.5044 -0.2 0.1 0.3 -0.1064
C 2.5887 7.7883 0.9953 0.3 0.2 -0.2 -0.1078
C 2.6068 5.1612 -2.5507 0.1 0.3 0.0 -0.1957
C -1.2428 -0.5702 1.3297 1.1 -0.6 0.5 -0.0684
C 0.3337 -5.0797 -1.9045 -0.1 0.2 -0.1 -0.1865
C -4.4037 1.4998 0.8213 2.2 0.2 0.3 -0.1298
C 3.5562 5.6219 1.2398 0.2 0.1 -0.2 -0.1908
C 3.4379 4.3864 0.3642 0.2 -0.2 0.0 -0.1734
C 0.1327 -0.1110 0.7527 0.0 -0.2 0.4 -0.0610
C -3.0643 -4.8900 -0.6870 0.2 -0.3 0.3 -0.1292
C 4.9437 4.8229 -2.8859 0.1 0.3 0.0 -0.1019
C -0.8108 -7.2279 -2.1641 0.1 -0.2 0.0 -0.1733
C 1.3368 -5.4006 -0.8077 -0.2 0.0 0.2 -0.1957
C -3.7550 0.2699 1.5251 -2.8 -1.1 0.8 -0.5522
H -3.5415 2.5946 2.4369 0.0 0.4 -0.4 0.1382
H -3.2072 -4.5791 -1.7255 0.0 0.0 0.0 0.0903
H 2.2442 -5.8217 -1.2540 -0.1 -0.1 0.0 0.1238
H -0.5382 -4.5599 -1.5029 0.0 -0.1 0.2 0.1041
H 0.8179 -4.3650 -2.5780 0.1 -0.1 0.0 0.1266
H -3.3883 3.5727 0.9522 0.3 -0.4 -0.2 0.1332
H 0.7650 4.8091 -1.5725 0.1 -0.1 0.0 0.1201
H 2.2004 -7.7205 -0.3524 0.0 0.1 0.0 0.0885
H -0.2299 -7.7339 -1.3931 -0.1 0.1 0.2 0.1085
H -2.8009 -6.4909 -2.5038 0.0 0.1 0.0 0.1221
H 5.1987 5.1933 -3.8824 0.0 -0.2 -0.1 0.0902
H -3.2361 0.4100 3.5013 -0.4 0.1 0.3 0.0959
H 1.7241 7.3317 1.4859 0.0 0.0 0.1 0.0829
H 0.2366 1.6988 2.9790 0.4 0.3 0.3 0.0798
H 3.5628 3.5170 1.0174 -0.1 0.0 0.0 0.1224
H -5.4633 1.6190 1.0536 0.3 0.1 0.0 0.1346
H 1.6584 6.1151 -0.8483 0.3 0.1 0.0 0.1077
H 0.5696 -0.9993 0.2762 -0.2 0.3 0.1 0.1285
H -4.3283 -0.7628 3.1975 0.0 0.3 0.4 0.0586
H -4.1786 1.3776 -0.2517 -0.7 0.1 0.2 0.1267
H 2.1336 5.8646 -3.2472 -0.2 -0.1 0.0 0.1299
H -1.0633 -0.8514 2.3838 -0.3 0.0 -0.3 0.1497
H -2.6229 -4.0573 -0.1470 0.0 -0.1 0.1 0.0453
H 4.2551 4.3299 -0.3533 0.0 0.3 -0.1 0.1100
H 1.6091 -4.4625 -0.3069 0.1 0.1 -0.2 0.1191
H 2.6044 4.1731 -3.0232 0.1 0.0 0.1 0.1208
H -2.6863 -7.8156 -1.3360 0.0 -0.1 -0.2 0.1282
H 2.7858 5.5958 2.0195 0.0 0.1 -0.1 0.1197
H 3.1040 8.4602 1.6874 -0.2 0.0 0.1 0.0907
H -5.3557 -1.8916 1.6965 0.1 0.6 0.1 0.0443
H 0.9943 2.1928 1.6147 0.1 0.3 0.4 0.0641
H -1.1592 2.2367 1.0725 0.1 -0.8 0.2 0.1452
H 4.6608 3.7681 -2.9427 -0.1 0.0 0.0 0.0862
H 0.9636 -8.1869 0.8176 0.0 0.0 0.1 0.0882
H 4.5356 5.5995 1.7303 0.0 -0.2 0.1 0.1314
H 5.8263 4.9006 -2.2495 0.0 0.1 0.0 0.0893
H 0.0696 0.6777 -0.0099 -0.1 -0.2 0.2 0.1203
H 2.2833 -7.1228 1.3368 0.1 -0.1 -0.1 0.0876
H 2.2234 8.3761 0.1515 0.1 0.0 0.0 0.0888
H -1.5424 -1.4926 0.8198 -0.6 0.6 0.0 0.1197
H -5.5462 -0.6711 -0.2093 0.0 0.3 0.8 0.0472
H -0.9255 -7.9568 -2.9710 0.0 0.1 -0.1 0.1306
H -4.0323 -5.1279 -0.2326 -0.1 0.1 -0.1 0.0882

---

# 3
13
Properties=species:S:1:pos:R:3:forces:R:3:lowdin_spin:R:1 method="wB97M-V/def2-TZVPD" max_force_ev_per_a=5.90 spin_multiplicity=6 total_energy_ev=-10312.3047 e_lumo_ev="-4.175 / -8.413" gap_ev="7.89 / 5.37" total_charge=+1 e_homo_ev="-12.1 / -13.8"
Rh -3.0794 -1.3759 1.8488 -3.8 -1.3 1.3 3.5685
O 0.3472 1.7499 0.1600 -1.4 -1.4 2.1 0.0143
O -1.4419 -0.6543 1.3544 4.9 0.5 -3.2 0.6498
C 1.6384 1.5447 -0.3587 1.1 -0.2 0.0 0.0007
C -0.6326 -1.0867 0.3857 -0.1 0.3 3.6 0.2317
C -1.0417 -1.4516 -0.8528 -0.8 0.0 -1.9 0.4773
H -2.0050 -1.1263 -1.2567 0.3 -0.2 0.1 0.0241
H 0.3907 -1.3352 0.7070 -0.3 0.6 -0.1 0.0112
H 0.1908 1.2351 1.0230 0.7 1.5 -2.0 0.0009
H 1.6221 0.9036 -1.2567 -0.1 0.2 0.2 0.0006
H 2.0573 2.5210 -0.6370 -0.1 -0.3 0.0 0.0000
H -0.3593 -2.0062 -1.4980 -0.2 0.2 0.2 0.0208
H 2.3135 1.0818 0.3810 -0.2 0.2 -0.3 0.0002